Arrangement P

C4H3FO2 | ωB97M-V with the def2-TZVPD basis set

Output
* HOMO level: -0.372 Ha
* frontier orbital gap: 9.20 eV
* SMILES string: O=CC(=O)/C=C\F
* E_LUMO: -0.914 eV

Last column: Löwdin charge in e.
Geometry (Å):
F  1.819  0.554  -0.494  0.024
O  -2.108  -0.573  -0.296  0.091
O  -0.010  2.085  0.256  0.071
C  1.469  -0.627  0.057  -0.092
C  0.207  -1.041  0.231  0.008
C  -0.893  1.321  -0.096  -0.166
C  -0.955  -0.196  -0.158  -0.350
H  -1.964  1.693  -0.273  0.143
H  2.440  -1.128  0.190  0.133
H  -0.006  -2.088  0.584  0.138



Arrangement Q

C4H3FO2 | ωB97M-V with the def2-TZVPD basis set

Output
* HOMO level: -0.356 Ha
* frontier orbital gap: 9.54 eV
* SMILES string: O=CC(=O)/C=C\F
* E_LUMO: -0.142 eV

Last column: Löwdin charge in e.
Geometry (Å):
F  1.521  -0.708  -0.902  0.036
O  -1.418  1.442  1.178  0.107
O  0.453  -1.105  1.679  0.095
C  -0.597  0.731  0.654  -0.340
C  -0.683  0.222  -0.775  0.009
C  0.583  0.051  1.400  -0.188
C  0.255  -0.540  -1.342  -0.107
H  0.052  -1.149  -2.231  0.129
H  -1.663  0.392  -1.226  0.122
H  1.496  0.665  1.566  0.138



Computed stability ranking, most favorable first: arrangement Q, arrangement P



Arrangement P

C9H13NO | ωB97M-V with the def2-TZVPD basis set

Output
* HOMO level: -0.348 Ha
* frontier orbital gap: 10.28 eV
* SMILES string: CNC(C)=O.c1ccccc1
* E_LUMO: 0.807 eV

Last column: Löwdin charge in e.
Geometry (Å):
O  2.633  1.324  0.303  0.015
N  3.285  -0.834  -0.060  -0.008
C  -3.308  0.812  -0.902  -0.086
C  -2.438  1.387  0.015  -0.064
C  -3.429  -0.539  -0.711  -0.179
C  0.921  -0.254  -0.360  0.000
C  -2.777  -1.376  0.056  -0.116
C  -1.898  0.539  1.098  -0.137
C  -2.142  -0.781  1.152  -0.146
C  4.689  -0.235  -0.247  -0.081
C  2.311  0.189  -0.031  -0.552
H  1.012  -1.322  -0.382  0.053
H  0.928  0.139  -1.392  0.109
H  5.380  -0.550  -1.148  0.100
H  -2.150  2.401  -0.253  0.099
H  -0.007  -0.179  0.384  0.096
H  -2.987  -2.542  -0.064  0.157
H  -1.737  -1.342  1.995  0.114
H  -1.423  1.216  1.920  0.144
H  -3.405  1.322  -1.890  0.125
H  4.459  0.850  -0.102  0.060
H  -3.886  -1.126  -1.505  0.105
H  2.900  -1.524  -0.699  0.100
H  5.289  -0.552  0.718  0.094



Arrangement Q

C9H13NO | ωB97M-V with the def2-TZVPD basis set

Output
* HOMO level: -0.307 Ha
* frontier orbital gap: 9.09 eV
* SMILES string: CC1=C(C)[C@H](CN=C=O)CC1
* E_LUMO: 0.732 eV

Last column: Löwdin charge in e.
Geometry (Å):
O  -5.902  0.164  -0.043  0.132
N  -3.652  -0.357  0.049  0.133
C  0.256  1.876  0.285  -0.168
C  0.640  -1.878  -0.040  -0.071
C  2.493  0.475  -0.318  -0.036
C  -1.258  -0.083  0.486  -0.280
C  -1.199  1.407  0.348  -0.185
C  -2.392  -0.822  -0.330  -0.166
C  1.034  0.612  0.005  -0.221
C  -4.765  -0.090  -0.127  -0.343
C  0.154  -0.485  0.068  -0.227
H  -1.680  1.555  -0.732  0.153
H  0.552  2.634  -0.492  0.119
H  1.146  -2.207  -0.996  0.100
H  0.543  2.485  1.200  0.124
H  -1.373  -0.305  1.649  0.182
H  -2.267  -0.646  -1.369  0.113
H  1.317  -1.898  0.798  0.078
H  3.137  1.279  0.112  0.098
H  2.705  -0.563  -0.020  0.069
H  -0.171  -2.660  -0.114  0.083
H  -2.361  -1.965  -0.177  0.143
H  2.661  0.492  -1.335  0.050
H  -1.844  2.006  1.019  0.117



Arrangement R

C9H13NO | ωB97M-V with the def2-TZVPD basis set

Output
* HOMO level: -0.342 Ha
* frontier orbital gap: 9.95 eV
* SMILES string: Cc1ccccc1.CC(N)=O
* E_LUMO: 0.658 eV

Last column: Löwdin charge in e.
Geometry (Å):
O  0.236  -3.927  -0.780  0.000
N  -0.213  -2.043  0.219  0.156
C  0.728  0.964  1.034  -0.350
C  0.905  1.158  -0.362  -0.054
C  -0.593  -2.115  -2.217  -0.013
C  -0.078  1.870  -1.051  -0.074
C  -0.550  1.038  1.571  -0.105
C  1.897  0.681  1.950  -0.055
C  -1.525  1.757  0.864  -0.121
C  -0.231  -2.786  -0.917  -0.576
C  -1.266  2.222  -0.386  -0.113
H  2.123  -0.365  2.105  0.060
H  -0.030  2.039  -2.111  0.099
H  -1.061  -1.190  -2.050  0.030
H  1.506  1.317  2.905  0.129
H  2.787  1.319  1.621  0.096
H  -1.915  2.831  -0.917  0.078
H  -1.043  0.629  2.600  0.166
H  -0.470  -1.078  0.192  0.049
H  -1.346  -2.682  -2.869  0.108
H  0.506  -2.280  0.896  0.114
H  1.864  0.897  -0.775  0.109
H  -2.630  1.645  1.252  0.143
H  0.400  -1.901  -2.777  0.123



Computed stability ranking, most favorable first: arrangement R, arrangement Q, arrangement P



Arrangement P

C9H13NO | ωB97M-V with the def2-TZVPD basis set

Output
* HOMO level: -0.323 Ha
* frontier orbital gap: 9.60 eV
* SMILES string: Cc1ccccc1.CC(N)=O
* E_LUMO: 0.798 eV

Last column: Löwdin charge in e.
Geometry (Å):
O  -2.804  -1.220  0.917  0.031
N  -0.981  -2.225  1.662  0.104
C  0.530  0.506  1.283  -0.120
C  -1.777  -1.771  0.588  -0.549
C  0.169  2.074  -0.485  0.011
C  1.612  -0.153  0.519  -0.079
C  1.421  1.597  -1.085  -0.243
C  1.758  2.229  -2.406  -0.075
C  -0.194  1.555  0.823  -0.083
C  -1.455  -2.213  -0.868  -0.004
C  2.098  0.465  -0.619  -0.082
H  -0.817  2.077  1.566  0.115
H  -1.773  -3.248  -1.049  0.079
H  1.320  3.097  -2.615  0.016
H  2.800  2.548  -2.567  0.088
H  1.552  1.603  -3.291  0.092
H  2.113  -1.062  0.846  0.091
H  -1.319  -2.259  2.654  0.126
H  0.024  -2.270  1.536  0.065
H  -0.380  -2.202  -1.150  0.075
H  0.241  0.125  2.222  0.071
H  -0.321  2.932  -0.796  0.073
H  2.868  -0.102  -1.224  0.132
H  -1.983  -1.630  -1.601  0.067



Arrangement Q

C9H13NO | ωB97M-V with the def2-TZVPD basis set

Output
* HOMO level: -0.338 Ha
* frontier orbital gap: 9.88 eV
* SMILES string: CNC(C)=O.c1ccccc1
* E_LUMO: 0.693 eV

Last column: Löwdin charge in e.
Geometry (Å):
O  -2.712  1.667  -2.141  -0.064
N  -1.224  0.912  -0.674  -0.045
C  1.303  -2.014  0.620  -0.133
C  1.112  -0.604  2.449  -0.077
C  -1.612  1.920  0.155  -0.157
C  2.249  -1.198  0.095  -0.083
C  0.648  -1.703  1.789  -0.122
C  -1.847  0.757  -1.794  -0.535
C  2.113  0.318  1.939  -0.089
C  -1.606  -0.535  -2.583  0.001
C  2.660  -0.047  0.804  -0.123
H  3.449  0.590  0.402  0.113
H  -0.587  2.496  0.475  0.117
H  2.471  1.217  2.417  0.107
H  -2.672  -0.682  -2.829  0.085
H  -1.337  -1.351  -1.772  0.103
H  0.656  -0.579  3.480  0.117
H  2.748  -1.550  -0.754  0.086
H  -2.295  2.819  -0.329  0.151
H  -0.828  -0.493  -3.340  0.073
H  -1.919  1.586  1.154  0.073
H  -0.633  0.226  -0.046  0.189
H  1.282  -3.009  0.187  0.110
H  -0.191  -2.343  1.957  0.104



Arrangement R

C9H13NO | ωB97M-V with the def2-TZVPD basis set

Output
* HOMO level: -0.330 Ha
* frontier orbital gap: 9.58 eV
* SMILES string: Cc1ccccc1.CC(N)=O
* E_LUMO: 0.604 eV

Last column: Löwdin charge in e.
Geometry (Å):
O  0.500  4.060  2.276  0.009
N  0.252  1.865  2.492  0.130
C  -1.383  -1.148  -0.953  -0.261
C  0.991  -1.150  -1.532  -0.080
C  -0.312  -3.192  -1.628  -0.114
C  -1.441  -2.489  -1.393  -0.087
C  -0.091  -0.507  -0.889  -0.037
C  2.493  2.874  1.903  -0.002
C  1.006  2.940  2.285  -0.610
C  0.894  -2.536  -1.847  -0.085
C  -2.732  -0.533  -0.814  -0.074
H  -3.419  -0.715  -1.644  0.082
H  -2.438  -2.899  -1.451  0.111
H  2.660  2.370  0.957  0.071
H  -2.730  0.524  -0.852  0.056
H  0.043  0.540  -0.575  0.097
H  -0.503  -4.249  -1.762  0.105
H  1.962  -0.700  -1.691  0.092
H  -0.804  2.010  2.312  0.159
H  -3.178  -0.996  0.115  0.105
H  1.728  -3.188  -2.000  0.090
H  0.620  0.919  2.321  0.108
H  3.033  2.323  2.622  0.057
H  2.848  3.878  1.747  0.077



Computed stability ranking, most favorable first: arrangement R, arrangement P, arrangement Q



Arrangement P

C3H2N4O | ωB97M-V with the def2-TZVPD basis set

Output
* HOMO level: -0.375 Ha
* frontier orbital gap: 8.93 eV
* SMILES string: O=c1cnnnnc1
* E_LUMO: -1.269 eV

Last column: Löwdin charge in e.
Geometry (Å):
O  -1.601  1.288  0.305  0.118
N  0.859  -1.335  -0.547  -0.013
N  1.710  0.654  -0.659  0.070
N  -0.117  -1.893  0.337  0.070
N  1.579  -0.564  0.096  -0.014
C  -0.863  -0.925  0.661  -0.070
C  0.528  1.146  -0.616  -0.066
C  -0.690  0.537  0.159  -0.320
H  0.305  2.118  -1.038  0.115
H  -1.709  -1.027  1.302  0.109



Arrangement Q

C3H2N4O | ωB97M-V with the def2-TZVPD basis set

Output
* HOMO level: -0.363 Ha
* frontier orbital gap: 8.70 eV
* SMILES string: O=c1cnnncn1
* E_LUMO: -1.186 eV

Last column: Löwdin charge in e.
Geometry (Å):
O  0.519  2.291  -0.022  0.103
N  0.996  -0.002  0.668  0.148
N  -1.354  0.002  -0.579  0.029
N  0.412  -1.269  -1.232  0.030
N  -0.644  -0.509  -1.584  0.029
C  1.133  -1.080  -0.046  -0.150
C  -1.124  0.666  0.493  -0.006
C  0.370  1.211  0.499  -0.448
H  1.515  -1.976  0.282  0.083
H  -1.824  0.665  1.519  0.181



Computed stability ranking, most favorable first: arrangement P, arrangement Q